1.
Density functional theory data (ωB97M-V/def2-TZVPD) for one molecule with the formula C20H31N5O4.

Geometry as XYZ:
```
60
Properties=species:S:1:pos:R:3:lowdin_charge:R:1
O 1.076 1.487 -0.122 0.05
O -1.582 -1.418 2.087 -0.02
O -7.087 1.816 -2.299 0.04
O -3.355 -3.315 -1.793 0.06
N 0.445 0.550 1.838 0.09
N 4.652 -0.247 2.181 0.09
N -1.810 -2.114 -0.653 -0.09
N 4.929 0.309 0.988 -0.14
N -5.898 -0.086 -2.456 0.12
C -2.966 -2.238 -1.368 -0.44
C -3.762 -0.971 -1.641 -0.05
C 6.664 2.895 0.672 -0.14
C -1.240 -0.831 -0.249 -0.10
C 6.667 1.605 -0.179 -0.31
C -6.708 0.778 -1.786 -0.49
C -5.233 -1.276 -1.938 -0.30
C -6.274 -0.671 0.271 -0.18
C -7.165 0.365 -0.402 -0.10
C 3.832 0.782 0.381 0.01
C -0.936 -3.275 -0.532 -0.02
C 3.347 -0.118 2.329 -0.10
C 8.166 1.851 -0.470 -0.14
C 7.953 3.325 -0.061 -0.16
C 6.301 0.304 0.498 -0.10
C 1.373 0.899 0.909 -0.47
C -1.732 -0.381 1.127 -0.34
C -5.973 -1.796 -0.709 -0.14
C 2.765 0.527 1.217 -0.12
C -0.963 0.821 1.650 -0.12
H 6.853 2.664 1.722 0.11
H -7.269 1.279 0.182 0.12
H 0.719 -0.026 2.615 0.13
H -5.633 0.240 -3.373 0.15
H 6.925 0.145 1.376 0.13
H -1.501 -4.167 -0.780 0.09
H 8.793 1.324 0.251 0.11
H -1.398 1.118 2.604 0.13
H 3.849 1.263 -0.582 0.14
H -0.089 -3.184 -1.216 0.10
H 8.735 3.804 0.526 0.10
H -5.259 -2.047 -2.708 0.15
H -0.549 -3.346 0.484 0.09
H -1.050 1.650 0.949 0.13
H 6.442 -0.545 -0.175 0.13
H -2.117 -2.167 1.802 0.09
H -5.380 -2.591 -0.256 0.12
H -6.915 -2.248 -1.033 0.13
H -8.174 -0.039 -0.531 0.13
H -0.159 -0.956 -0.213 0.12
H -2.790 -0.093 1.064 0.13
H -3.310 -0.484 -2.512 0.14
H 8.531 1.642 -1.474 0.10
H 7.731 3.951 -0.926 0.10
H 2.886 -0.487 3.232 0.11
H 5.794 3.546 0.608 0.10
H 6.084 1.747 -1.092 0.14
H -1.438 -0.056 -0.989 0.13
H -3.690 -0.255 -0.824 0.10
H -5.346 -0.200 0.611 0.10
H -6.763 -1.062 1.165 0.11
```

Results
- 2S+1: 1
- Energy: -1355.4831 Ha
- Structure (SMILES): CN(C[C@@H](O)CNC(=O)c1cnn(CC2CCC2)c1)C(=O)C[C@H]1CCCC(=O)N1

2.
Density functional theory data (ωB97M-V/def2-TZVPD) for one molecule with the formula C20H31N5O4.

Geometry as XYZ:
```
60
Properties=species:S:1:pos:R:3:lowdin_charge:R:1
O -1.113 -1.784 -0.969 0.03
O 2.404 1.180 4.498 0.04
O -0.745 -3.665 -4.577 0.06
O -2.862 2.680 3.319 0.08
N -2.904 1.108 1.699 -0.03
N 1.263 2.930 1.729 0.10
N 0.017 -1.839 -3.477 0.11
N 2.271 2.462 2.583 -0.07
N -3.249 -2.428 -0.714 -0.09
C -4.507 -2.962 -1.198 -0.03
C -2.161 -2.813 -2.883 0.00
C -2.896 0.597 0.321 -0.07
C 0.303 1.777 3.413 0.09
C -1.205 2.843 1.607 -0.03
C 5.525 2.166 0.658 -0.08
C -3.256 -1.955 0.659 -0.13
C 2.225 -0.702 -3.772 -0.10
C -2.118 -2.300 -1.451 -0.41
C -0.876 -2.820 -3.708 -0.48
C 0.062 2.492 2.304 -0.23
C 1.754 1.736 3.630 -0.46
C -2.399 2.211 2.297 -0.47
C 2.521 -2.148 -3.489 -0.09
C 3.655 2.626 2.242 -0.13
C 4.068 1.864 0.989 -0.43
C -3.725 0.029 2.248 -0.06
C 1.253 -1.757 -4.190 -0.29
C 3.841 0.368 1.149 -0.06
C -3.813 -0.550 0.814 -0.22
H -1.129 2.515 0.567 0.12
H 5.690 3.236 0.510 0.08
H 5.828 1.655 -0.256 0.08
H -2.240 -1.987 1.051 0.13
H -4.815 -3.810 -0.582 0.10
H -3.847 -2.652 1.261 0.13
H 3.457 2.220 0.152 0.13
H -3.362 1.287 -0.384 0.12
H 2.437 -2.507 -2.473 0.10
H 4.160 -0.171 0.255 0.08
H -5.292 -2.204 -1.144 0.09
H -3.171 -0.577 2.967 0.13
H -4.821 -0.497 0.404 0.13
H 1.162 -1.982 -5.241 0.14
H -0.075 -1.347 -2.599 0.12
H -4.445 -3.300 -2.224 0.08
H 3.283 -2.656 -4.062 0.10
H 6.187 1.833 1.462 0.08
H -4.667 0.384 2.664 0.12
H -2.512 -3.844 -2.886 0.13
H 2.787 -0.196 -4.543 0.10
H 4.241 2.298 3.101 0.14
H 4.401 -0.024 2.002 0.09
H 2.787 0.139 1.314 0.08
H -2.899 -2.229 -3.441 0.14
H 1.385 3.928 1.591 0.16
H -1.909 0.278 -0.012 0.11
H 3.864 3.696 2.114 0.13
H 1.952 -0.055 -2.948 0.10
H -0.420 1.297 4.049 0.12
H -1.352 3.926 1.596 0.13
```

Results
- 2S+1: 1
- Energy: -1355.4207 Ha
- Structure (SMILES): CC(C)Cn1[nH]c(CC(=O)N2CC(CN(C)C(=O)CC(=O)NC3CC3)C2)cc1=O

3.
Density functional theory data (ωB97M-V/def2-TZVPD) for one molecule with the formula C20H31NO4.

Geometry as XYZ:
```
56
Properties=species:S:1:pos:R:3:lowdin_charge:R:1
O -2.201 3.301 -3.514 -0.08
O -2.010 -1.678 1.074 0.13
O 5.418 -0.839 2.783 -0.19
O -1.253 -1.101 -0.948 -0.01
N 2.100 -0.385 1.395 -0.14
C -0.669 0.321 0.865 -0.35
C 4.022 -0.671 2.884 -0.21
C -1.371 -0.938 0.368 -0.48
C -1.980 -2.175 -1.543 -0.20
C 3.411 -2.549 1.324 -0.04
C -2.073 2.368 -1.379 0.04
C 0.490 0.739 -0.041 -0.10
C -2.841 3.450 -4.757 -0.09
C 1.632 -0.273 0.027 -0.17
C 6.092 -0.541 3.976 -0.12
C 3.396 -1.030 1.530 -0.34
C -2.525 1.541 -0.366 -0.21
C -3.900 1.703 -2.793 -0.04
C 1.043 -0.917 2.234 -0.17
C -2.750 2.455 -2.596 -0.26
C -1.766 1.417 0.923 -0.07
C -4.361 0.885 -1.772 -0.08
C -3.687 0.802 -0.570 -0.05
C -2.165 -1.865 -3.017 -0.05
C -0.123 0.069 2.275 -0.10
H -1.285 2.365 1.170 0.13
H 0.670 -1.888 1.864 0.13
H -5.260 0.307 -1.926 0.11
H 0.221 1.013 2.698 0.13
H -4.058 0.160 0.215 0.12
H 4.434 -2.903 1.410 0.08
H -4.447 1.746 -3.722 0.10
H -1.197 -1.758 -3.500 0.08
H -2.874 2.505 -5.309 0.09
H -3.858 3.839 -4.643 0.10
H -1.188 2.971 -1.249 0.13
H -1.415 -3.104 -1.400 0.13
H 3.778 0.373 3.130 0.13
H -2.458 1.158 1.727 0.13
H -2.716 -0.936 -3.131 0.06
H 2.459 0.075 -0.596 0.13
H 5.927 0.501 4.277 0.09
H 7.151 -0.700 3.785 0.09
H -2.242 4.169 -5.313 0.09
H 0.865 1.704 0.304 0.13
H 3.033 -2.806 0.337 0.07
H 2.804 -3.048 2.075 0.08
H 0.149 0.837 -1.070 0.12
H 5.766 -1.196 4.794 0.09
H 1.283 -1.241 -0.374 0.12
H 1.428 -1.058 3.244 0.12
H -2.715 -2.671 -3.495 0.08
H 4.047 -0.576 0.774 0.14
H 3.630 -1.315 3.686 0.12
H -0.914 -0.338 2.906 0.12
H -2.943 -2.275 -1.031 0.12
```

Results
- 2S+1: 1
- Energy: -1136.4049 Ha
- Structure (SMILES): CCOC(=O)C1(Cc2cccc(OC)c2)CCN([C@H](C)COC)CC1

Per-record orbital gap, eV: 9.89; 8.80; 9.17
Per-record E_HOMO, eV: -9.4; -8.5; -8.4
Per-record relative energy (zero: lowest compared OMol25 entry of this formula, charge and spin), kcal/mol: 1.2; 40.3; 17.3